No. 1
Here is C66H62AsN5P3S4SbY as an isolated structure from the OMol25 dataset. Energies are from ωB97M-V with the def2-TZVPD basis set.

HOMO-LUMO gap (spin up / spin down) (eV): 5.0 / 4.9
Charge: -1
2S+1: 1
LUMO (spin up / spin down) (eV): 1.8 / 1.6

The geometry in XYZ format:
```
143
C66H62AsN5P3S4SbY, DFT ωB97M-V with the def2-TZVPD basis set
C -4.532 -0.067 0.622
C -4.973 -1.325 1.035
H 1.307 5.032 4.161
N -0.655 2.167 0.435
H 6.471 0.456 -3.638
H -3.341 2.477 -0.633
H -1.411 3.660 3.364
S 0.616 -2.253 -1.220
H -2.885 -0.664 -3.560
H 2.870 2.930 -3.508
H 0.370 1.847 -5.472
H -6.367 -0.506 4.012
As 4.015 0.807 4.925
C -1.185 1.826 -4.016
N -2.422 -4.246 4.608
C 2.492 1.612 -1.763
C -2.575 -2.052 3.595
C 0.649 -0.480 -6.693
C -5.400 0.867 2.674
C 3.515 -3.531 1.224
C -2.233 -1.221 2.547
C 2.804 2.923 -2.424
H -6.514 -2.275 -5.142
C 2.855 -3.208 5.067
H 0.946 -4.127 5.431
H -3.188 -4.002 5.211
H 1.066 0.132 5.772
C 2.834 1.646 -0.294
C 2.754 -2.374 1.171
C -1.137 -2.876 1.455
C -2.219 2.333 -4.767
C 3.564 -2.014 5.012
C -3.721 1.831 -1.429
H 4.615 -2.037 4.742
C -0.846 -2.837 -6.646
H -0.860 -2.741 -8.761
C 2.433 0.660 2.424
C 2.417 3.234 4.505
H -4.409 2.014 1.169
C 1.507 -3.201 5.393
C -5.851 -0.385 3.066
C 5.341 -2.371 0.182
Sb -0.818 -4.795 -3.236
S -1.292 -2.524 -2.047
H -5.562 1.728 3.312
P -3.546 0.082 -0.901
H 1.175 0.465 -6.770
H -2.158 2.634 -5.803
N -1.589 1.549 -2.727
H -1.087 5.351 -0.579
C 2.577 0.041 -3.864
C -2.910 1.957 -2.677
H -5.973 -2.466 2.543
H 3.083 -4.438 1.629
C 0.270 -1.113 -7.889
H -2.355 -5.229 4.406
C -0.726 3.268 -0.348
C 1.524 4.236 4.863
H 1.356 1.406 -1.899
C 4.641 0.672 -2.600
H 0.886 2.337 -3.867
C -1.442 -3.792 2.442
H -7.631 -1.899 -2.965
H 0.213 4.990 6.388
C 0.876 -1.995 5.665
P 2.194 0.277 0.641
H 6.349 -2.362 -0.214
C 3.271 -1.204 0.613
H -1.462 -3.728 -6.595
H 5.397 -4.444 0.738
C -4.750 1.027 1.457
N -1.496 -1.583 1.491
C 3.025 4.101 -0.306
H 1.827 1.519 2.687
P 0.761 -0.063 -3.934
C -1.238 3.582 2.298
C 1.207 3.184 6.995
H -4.333 2.767 -4.130
C 0.912 4.211 6.107
H 3.174 4.981 -2.291
H -0.509 3.115 -1.395
C -4.537 -0.751 -2.182
H 2.976 -0.802 -5.770
C 2.101 2.186 6.634
H -2.599 -0.203 2.556
C -1.057 4.521 0.111
H 5.408 -0.639 -5.619
C 3.400 -0.380 -4.871
C 4.578 -1.212 0.139
H 1.737 -2.387 1.547
C 0.241 1.642 -4.411
H -1.107 -4.817 2.327
H -4.134 -1.632 -5.431
C 1.583 -0.803 5.591
H -1.133 -2.243 -4.613
C -5.962 -1.843 -4.316
H 2.317 1.389 7.337
C 3.855 0.795 2.944
C 0.362 -1.000 -5.458
H 5.001 -0.304 -0.270
H -1.618 5.633 1.872
C 2.989 4.069 -1.729
H -0.559 -3.183 0.591
C -0.514 -2.286 -7.840
C -3.921 -0.946 -3.419
C -0.331 -2.320 -5.355
C -5.882 -1.085 -2.035
C -4.631 -1.490 -4.479
C 3.166 0.433 -2.524
C -6.588 -1.635 -3.095
H -3.174 -1.664 4.411
S 0.464 -5.915 -1.782
H -6.387 -0.920 -1.093
H 3.008 -0.466 -1.900
H 5.084 1.174 -1.748
C 4.801 -0.299 -4.789
H 1.963 -0.197 2.905
H 0.741 3.159 7.973
H -0.179 -1.982 5.911
C -1.338 4.668 1.467
C -3.336 2.418 -3.899
C -0.864 2.341 1.752
C 2.934 -0.798 5.256
C 5.399 0.290 -3.654
S 0.847 -3.574 -4.616
C -2.163 -3.384 3.560
H -0.541 0.365 2.143
C 2.990 2.881 0.340
H 3.179 5.025 0.236
H 3.090 2.888 1.423
H 3.357 -4.140 4.840
H -4.764 2.095 -1.615
H 4.358 1.680 2.553
H -4.780 -2.193 0.413
C -5.637 -1.481 2.241
Y -0.486 0.045 -1.136
H -1.005 1.299 3.510
C 2.705 2.187 5.378
H 4.468 -0.056 2.647
H 2.882 3.274 3.526
N -0.666 1.272 2.565
C 4.808 -3.534 0.721
H 0.543 -0.671 -8.839
```

***

No. 2
Here is a 11-piece molecular cluster, C66H66O22 overall from the OMol25 dataset. Energies are from ωB97M-V with the def2-TZVPD basis set.

SMILES string: Oc1ccc(O)cc1.Oc1ccc(O)cc1.Oc1ccc(O)cc1.Oc1ccc(O)cc1.Oc1ccc(O)cc1.Oc1ccc(O)cc1.Oc1ccc(O)cc1.Oc1ccc(O)cc1.Oc1ccc(O)cc1.Oc1ccc(O)cc1.Oc1ccc(O)cc1
HOMO-LUMO gap (eV): 8.2
Charge: 0
2S+1: 1
LUMO (eV): 0.4

The geometry in XYZ format:
```
154
C66H66O22, DFT ωB97M-V with the def2-TZVPD basis set
C 19.352 14.359 8.900
C 12.521 16.284 12.918
C 17.424 16.375 21.234
H 20.746 13.640 21.162
C 13.735 11.793 19.127
H 11.621 13.915 21.580
H 16.889 14.197 12.005
C 15.992 14.053 16.116
H 19.197 17.446 12.338
H 19.187 11.959 20.414
H 14.516 19.667 13.377
H 10.750 9.623 17.019
H 10.148 16.610 13.191
O 20.685 13.468 22.131
C 12.248 13.578 19.493
O 13.224 8.818 11.200
C 16.124 16.233 23.351
H 8.375 13.570 14.383
H 15.795 8.568 12.050
H 20.869 19.920 17.258
H 15.148 11.907 23.426
O 16.610 14.984 19.365
H 20.285 19.836 14.855
C 14.168 10.515 15.392
C 18.967 16.404 10.177
O 12.883 11.755 13.711
H 14.390 11.236 18.458
H 16.858 11.156 21.064
C 13.873 10.898 10.396
H 15.398 14.483 16.945
H 19.788 15.642 20.243
H 13.605 8.069 11.675
C 15.372 15.115 21.449
H 19.560 13.779 24.245
H 19.471 16.650 15.650
H 10.576 12.743 14.837
O 11.474 14.677 19.012
H 11.892 15.392 12.660
C 19.992 14.534 11.237
O 19.710 16.609 12.432
H 17.536 10.373 11.442
C 17.732 12.576 24.017
O 7.343 15.738 15.111
H 15.523 15.582 14.751
H 18.910 14.187 7.093
O 14.509 10.427 20.882
C 21.539 14.224 16.712
C 12.139 13.239 20.859
H 11.678 16.537 16.690
O 15.988 17.407 12.919
C 10.361 13.815 15.036
H 14.507 14.776 23.323
H 17.862 12.640 10.498
H 16.571 18.039 15.901
C 13.946 18.730 13.180
C 12.537 18.653 13.134
C 17.620 13.099 14.084
C 14.648 17.452 13.124
C 16.060 11.756 10.685
H 17.223 18.631 13.663
O 19.249 19.372 19.194
C 15.580 9.448 11.403
C 18.964 13.057 23.653
H 13.175 13.155 17.584
C 14.724 11.995 10.343
O 15.776 11.231 23.270
H 17.525 15.141 19.120
C 11.828 17.481 12.948
C 11.723 10.458 15.246
H 12.831 11.126 10.093
C 14.259 9.657 10.951
H 12.895 11.807 22.341
C 19.937 16.045 16.391
C 18.747 12.166 21.394
H 19.354 16.945 18.315
H 11.852 19.542 13.253
C 19.978 16.211 17.775
O 16.878 12.302 17.524
H 16.405 17.299 24.939
H 10.851 10.864 14.750
C 17.498 18.469 16.156
C 18.967 19.270 17.861
H 12.931 11.278 12.832
C 18.917 15.673 8.999
C 12.981 10.874 14.782
H 18.691 16.118 8.011
H 9.178 17.142 16.477
C 19.548 15.877 11.308
C 9.564 16.266 15.983
C 12.773 9.527 17.179
H 17.393 12.528 25.023
H 17.867 17.486 22.917
H 22.151 13.767 18.811
C 17.502 11.677 21.717
H 20.514 12.892 10.149
H 20.351 15.608 14.162
O 10.473 17.481 13.005
H 16.306 16.473 12.883
C 17.648 12.479 15.349
C 20.752 15.074 15.945
O 19.337 13.658 7.740
O 16.930 12.855 10.719
H 14.511 15.309 12.961
C 16.825 14.191 13.937
H 20.535 14.004 12.006
C 21.598 14.409 18.117
C 11.625 9.846 16.490
C 20.010 13.855 10.040
C 17.011 11.841 23.010
C 16.062 14.701 14.946
C 13.920 16.256 13.064
C 13.057 12.840 18.626
C 13.692 11.458 20.465
O 20.721 14.809 14.567
H 18.191 16.831 20.624
H 14.281 12.900 9.960
H 12.709 13.513 15.359
C 17.777 18.730 17.497
O 12.639 8.834 18.361
C 11.305 14.726 15.615
C 9.075 14.201 14.857
C 19.884 19.594 16.907
C 17.195 16.740 22.589
H 16.319 12.684 18.168
C 10.903 15.926 16.100
C 20.758 15.385 18.583
C 16.494 15.514 20.639
C 19.581 19.465 15.535
H 18.274 12.815 13.320
O 16.813 14.856 12.720
C 16.479 10.508 11.211
C 16.741 12.919 16.322
H 14.613 14.423 20.987
O 20.726 15.552 19.924
H 11.216 14.512 18.075
C 15.261 15.304 22.776
H 22.212 13.472 16.299
H 14.803 10.731 21.791
C 12.892 12.195 21.330
H 7.091 16.512 15.622
H 13.407 8.883 18.942
C 13.995 9.775 16.543
C 8.681 15.439 15.371
H 18.398 19.358 19.635
H 18.693 17.453 10.151
H 15.158 10.738 15.041
O 12.584 14.323 15.890
O 18.110 18.936 13.809
H 16.985 18.311 18.158
O 15.880 16.591 24.571
H 14.829 9.354 17.119
C 19.459 12.907 22.338
C 18.366 18.878 15.170
H 18.328 11.687 15.675
```

***

No. 3
Here is C66H70BrGe2IInN5O2S4 as an isolated structure from the OMol25 dataset. Energies are from ωB97M-V with the def2-TZVPD basis set.

HOMO-LUMO gap (eV): 7.4
Charge: 0
2S+1: 1
LUMO (eV): 0.3

The geometry in XYZ format:
```
152
C66H70BrGe2IInN5O2S4, DFT ωB97M-V with the def2-TZVPD basis set
H 2.087 -2.662 5.854
H 1.971 1.936 0.855
H -5.506 -3.008 -1.645
H -4.615 2.197 6.247
H -2.885 0.550 -2.051
Ge -2.008 -0.517 4.216
H -2.161 -4.170 -1.559
C -2.747 0.575 -4.202
H -2.454 -6.130 2.223
In 0.158 -0.863 -0.396
C -6.280 1.152 0.213
H -7.271 -1.601 4.404
C -6.880 0.276 2.522
H -2.982 6.213 3.542
C -2.983 3.697 4.793
H 0.637 0.263 9.323
C -7.026 -3.622 0.734
H -1.814 -7.282 4.611
C 0.150 0.104 8.368
S -1.273 0.673 2.433
C -0.842 -5.914 0.060
C -0.678 -1.416 6.677
C -4.469 -2.746 -1.424
H 5.504 2.113 1.664
I 0.465 -2.915 -3.397
O 1.197 0.376 -2.384
C -2.858 -5.442 1.487
H 1.824 -3.292 4.225
H -3.705 -2.199 6.724
C -4.805 -5.068 3.041
H 0.580 3.579 -6.217
N 4.232 -0.726 2.400
C -2.688 -4.340 -0.625
H -0.228 -7.503 5.342
C -7.571 -0.631 4.798
C -2.605 2.658 5.635
H -6.116 4.924 3.505
H -4.469 -1.711 -1.072
H -2.163 4.930 -3.216
H -0.454 -5.679 -0.931
H -0.095 -5.606 0.797
O 0.098 1.534 -0.848
C -1.373 4.263 -3.541
H -0.061 4.283 3.211
H 3.736 -0.767 -0.771
C -0.879 -2.837 6.254
H 0.770 -5.367 4.723
C -0.262 1.191 7.614
N 3.546 1.610 2.214
H 1.593 2.532 5.580
H -1.240 3.222 -1.661
C -6.901 -1.107 1.951
C -2.017 -3.532 6.680
C -2.545 5.384 2.982
C -0.864 4.351 -4.828
H 2.210 -1.282 2.487
C -2.098 0.005 -5.286
H -1.685 -7.559 6.343
C -2.154 -5.216 0.309
H -7.083 -0.493 5.764
C -1.292 2.177 5.560
H -5.814 -5.431 2.831
H -3.307 5.011 2.295
H -1.717 5.772 2.389
C -7.206 0.499 3.864
H -3.465 1.374 -4.332
C 0.154 2.434 -3.050
H -3.897 -2.791 -2.348
C -4.545 -3.875 0.822
H -2.983 -5.437 6.761
C -5.789 -3.106 1.108
H -8.650 -0.659 4.970
N -1.550 -0.864 -2.715
H -1.252 5.084 -5.525
Ge -4.013 -1.195 2.393
C -2.111 -4.892 6.411
H -7.026 0.496 -0.238
S -2.366 -2.499 3.207
C 3.992 0.537 3.110
C -5.730 -1.850 1.728
H -9.147 -3.319 0.686
Br 2.105 1.520 -5.021
C 0.540 1.378 -2.028
H 3.227 0.921 -0.898
C -6.776 2.870 3.566
H -7.065 -4.593 0.253
N 4.830 0.570 0.420
C -8.188 -2.907 0.976
C 4.576 1.798 1.183
H -5.302 0.702 0.038
H -7.720 4.697 4.205
H 3.231 0.371 3.874
H 1.540 1.004 2.294
H -3.537 2.668 7.571
C -2.087 4.287 3.909
C -1.111 -5.574 5.728
H 4.251 2.581 0.497
C 1.065 2.296 4.652
C -0.861 3.317 -2.670
C -1.079 -0.309 5.915
C -0.871 1.001 6.380
C -3.884 -3.671 -0.389
C -6.483 2.630 2.229
C -8.123 -1.658 1.575
H -0.620 -1.449 -5.887
C 2.985 -1.114 1.736
C -7.151 1.797 4.361
H -4.011 4.048 4.823
H 5.418 -1.401 0.810
H -3.818 -3.551 7.855
S -4.183 -0.024 4.299
C -0.053 -1.184 7.903
C -1.213 -7.061 5.495
C -3.132 -2.829 7.413
C 0.667 2.556 -4.344
H -4.902 -4.166 3.651
C 0.121 -3.493 5.528
H -6.296 2.109 -0.310
C 0.159 3.505 -5.223
C 1.352 -2.758 5.051
C -0.015 -4.855 5.273
H 0.265 -2.037 8.491
H 1.107 1.209 4.538
C -6.718 4.266 4.134
H 3.146 -2.044 1.187
H 6.173 -0.173 1.844
C -0.934 -1.385 -3.760
C -2.433 0.116 -2.937
H -0.109 2.202 7.976
S -2.822 0.258 1.099
C 3.571 0.152 -0.207
C 2.316 1.168 1.548
H -7.379 1.965 5.411
N 2.518 -0.084 0.799
C -0.775 3.834 3.896
H 4.917 0.846 3.600
C -6.545 1.352 1.687
H 1.611 2.754 3.826
H -6.206 3.462 1.587
H 1.113 -1.748 4.714
H -9.027 -1.084 1.747
C 5.242 -0.476 1.362
H -6.292 4.264 5.139
H -2.305 0.342 -6.295
H -3.413 1.061 6.867
C -3.598 2.109 6.633
C -1.165 -0.996 -5.072
H -0.955 -6.997 0.138
H -2.750 -2.183 8.205
H -4.286 -5.817 3.639
C -4.053 -4.793 1.761
C -0.363 2.784 4.705
```

***

ΔE to the lowest compared entry with this formula, charge and spin readings, ordered: 433.1; 54.3; 181.3 kJ/mol